No. 1
Below is 2 unconnected molecules or ions with the total composition C5H14, with properties calculated with the ωB97M-V functional and the def2-TZVPD basis.

Positions of all 19 atoms, in Å:
C -1.944 -2.410 1.299
C -1.025 -1.461 2.041
C 1.526 1.186 -1.452
C 0.216 1.508 -2.163
C 1.407 1.336 0.107
H 1.860 0.506 0.647
H 1.910 2.252 0.441
H 2.244 1.928 -1.780
H 0.170 2.560 -2.456
H -0.296 -1.936 2.696
H 0.028 0.946 -3.077
H -1.582 -3.436 1.238
H -2.149 -2.065 0.280
H -2.957 -2.434 1.717
H -0.654 1.255 -1.559
H 1.857 0.168 -1.663
H -0.434 -0.837 1.375
H 0.335 1.296 0.318
H -1.518 -0.727 2.684

Atoms 1-6, force components in eV/Å:
C -0.875 0.145 -0.338
C 0.553 0.635 0.379
C -0.293 -0.019 1.032
C -0.441 -0.100 -0.225
C -0.145 -0.090 -0.972
H 0.141 -0.146 -0.063

<S²>: 0.750
Energy above the lowest of the compared OMol25 structures with the same formula, charge and spin in kJ/mol: 39.4
Net charge: -1
Orbital gap (alpha / beta) in Ha: 0.1025 / 0.4459
Highest occupied orbital energy (alpha / beta) in eV: 1.5 / -7.8
Multiplicity: 2

Now the natural (NBO) charges, all in e: -0.781, -0.834, -0.492, -0.775, -0.802, 0.195, 0.183, 0.180, 0.184, 0.188, 0.190, 0.192, 0.196, 0.186, 0.199, 0.193, 0.205, 0.203, 0.190

***

No. 2
Below is 2 unconnected molecules or ions with the total composition C5H14, with properties calculated with the ωB97M-V functional and the def2-TZVPD basis.

Positions of all 19 atoms, in Å:
C -1.144 -1.205 -1.803
C 0.647 2.422 1.567
C -1.638 -2.428 -0.970
C 0.083 -0.480 -1.221
C 1.690 1.416 1.937
H 0.527 3.127 2.400
H 0.860 -1.146 -1.129
H 0.015 0.200 -0.305
H -2.012 -0.540 -1.721
H -0.879 -3.067 -0.718
H -0.358 2.115 1.237
H -1.023 -1.412 -2.818
H -1.770 -2.182 0.185
H 0.363 0.208 -2.016
H 2.719 1.446 1.625
H 1.602 0.308 1.492
H 1.002 3.014 0.786
H 1.740 1.264 3.024
H -2.422 -3.062 -1.550

Atoms 1-6, force components in eV/Å:
C -1.594 0.369 3.699
C -0.522 0.385 0.767
C -1.319 0.884 0.538
C -1.747 2.146 -0.290
C 0.196 -4.313 0.116
H -0.188 -0.154 -0.077

<S²>: 0.750
Energy above the lowest of the compared OMol25 structures with the same formula, charge and spin in kJ/mol: 157.1
Net charge: -1
Orbital gap (alpha / beta) in Ha: 0.0942 / 0.4272
Highest occupied orbital energy (alpha / beta) in eV: 1.5 / -7.5
Multiplicity: 2

Now the natural (NBO) charges, all in e: -0.484, -0.950, -0.717, -0.776, -0.781, 0.190, 0.187, 0.214, 0.185, 0.190, 0.202, 0.186, 0.201, 0.188, 0.206, 0.189, 0.196, 0.190, 0.186

***

No. 3
Below is 2 unconnected molecules or ions with the total composition C5H14, with properties calculated with the ωB97M-V functional and the def2-TZVPD basis.

Positions of all 19 atoms, in Å:
C -2.993 -0.803 -0.622
C -1.800 -1.509 -0.026
C 2.452 0.615 1.159
C 1.368 1.191 -0.921
C 1.098 0.552 0.402
H 0.815 -0.437 0.380
H 2.405 0.865 -1.282
H 1.267 2.382 -0.783
H -3.331 -1.306 -1.558
H 2.542 1.624 1.733
H -3.808 -0.672 0.178
H -1.430 -1.075 0.756
H 0.368 1.033 1.047
H 2.503 -0.191 1.983
H 0.525 0.806 -1.587
H -2.138 -2.433 0.314
H -1.106 -1.646 -0.851
H -2.699 0.244 -0.830
H 3.343 0.537 0.544

Atoms 1-6, force components in eV/Å:
C -1.023 1.348 0.868
C -2.165 -1.676 -5.008
C -0.423 0.509 3.121
C -1.256 1.396 -1.065
C 2.806 1.600 1.658
H -0.703 -2.226 -0.630

<S²>: 0.750
Energy above the lowest of the compared OMol25 structures with the same formula, charge and spin in kJ/mol: 129.6
Net charge: -1
Orbital gap (alpha / beta) in Ha: 0.0996 / 0.4304
Highest occupied orbital energy (alpha / beta) in eV: 1.5 / -7.5
Multiplicity: 2

Now the natural (NBO) charges, all in e: -0.718, -0.899, -0.683, -0.716, -0.612, 0.196, 0.193, 0.183, 0.188, 0.178, 0.178, 0.188, 0.191, 0.187, 0.203, 0.181, 0.183, 0.191, 0.188

***

No. 4
Below is 2 unconnected molecules or ions with the total composition C5H14, with properties calculated with the ωB97M-V functional and the def2-TZVPD basis.

Positions of all 19 atoms, in Å:
C -1.480 -1.964 0.646
C 0.755 0.966 -0.541
C -0.076 -2.331 0.151
C -0.643 1.562 -0.793
C 1.619 1.864 0.362
H -0.617 2.631 -0.635
H -1.509 -1.745 1.721
H 2.682 1.732 0.138
H 0.584 -1.564 0.528
H -0.925 1.371 -1.828
H 1.380 1.887 1.420
H 0.146 -3.235 0.713
H -2.321 -2.565 0.305
H -1.771 -0.936 0.379
H -1.324 1.076 -0.147
H 1.513 2.895 -0.015
H -0.096 -2.467 -0.926
H 1.335 0.808 -1.452
H 0.747 0.015 -0.025

Atoms 1-6, force components in eV/Å:
C -0.459 1.922 0.090
C 0.709 0.502 0.931
C -1.469 -0.537 1.272
C 1.497 -0.477 -0.814
C 0.231 1.266 -1.400
H -0.198 0.245 0.093

<S²>: 0.750
Energy above the lowest of the compared OMol25 structures with the same formula, charge and spin in kJ/mol: 70.9
Net charge: -1
Orbital gap (alpha / beta) in Ha: 0.0953 / 0.4327
Highest occupied orbital energy (alpha / beta) in eV: 1.6 / -7.4
Multiplicity: 2

Now the natural (NBO) charges, all in e: -0.765, -0.505, -0.906, -0.673, -0.814, 0.193, 0.192, 0.191, 0.188, 0.191, 0.194, 0.190, 0.190, 0.185, 0.204, 0.172, 0.193, 0.178, 0.201

***

No. 5
Below is 2 unconnected molecules or ions with the total composition C5H14, with properties calculated with the ωB97M-V functional and the def2-TZVPD basis.

Positions of all 19 atoms, in Å:
C -2.479 1.519 -0.679
C -0.144 1.692 -1.540
C 2.065 -1.780 0.648
C -1.209 0.622 -0.965
C 1.471 -1.891 2.222
H -0.020 2.365 -0.662
H -1.358 -0.156 -1.753
H 0.860 1.357 -1.719
H 1.184 -1.781 0.095
H -2.546 1.646 0.466
H -0.919 0.050 -0.133
H 2.267 -2.173 2.897
H -0.652 2.235 -2.365
H 2.734 -0.878 0.468
H -3.415 1.171 -1.139
H -2.347 2.503 -1.131
H 2.585 -2.788 0.492
H 1.149 -0.982 2.439
H 0.772 -2.730 2.358

Atoms 1-6, force components in eV/Å:
C 0.414 -0.710 1.277
C -1.478 -0.369 2.262
C 1.256 -1.601 3.501
C -0.339 1.755 -3.231
C 3.029 -3.848 -3.125
H -0.104 0.151 -0.775

Energy above the lowest of the compared OMol25 structures with the same formula, charge and spin in kJ/mol: 142.9
Orbital gap in Ha: 0.4522
SMILES string: CCC.CC
Highest occupied orbital energy in eV: -11.2
Multiplicity: 1

Now the natural (NBO) charges, all in e: -0.620, -0.608, -0.610, -0.396, -0.590, 0.196, 0.191, 0.208, 0.198, 0.208, 0.198, 0.196, 0.206, 0.210, 0.213, 0.202, 0.203, 0.191, 0.202

***

No. 6
Below is 2 unconnected molecules or ions with the total composition C5H14, with properties calculated with the ωB97M-V functional and the def2-TZVPD basis.

Positions of all 19 atoms, in Å:
C 0.951 0.787 -0.762
C -0.568 -1.179 2.170
C 1.272 0.527 -2.222
C -0.020 1.903 -0.579
C -1.373 -1.891 1.057
H -0.502 2.217 -1.473
H 2.188 0.189 -2.402
H 0.469 -1.461 2.367
H 1.149 1.443 -2.856
H -0.848 -0.067 2.053
H 1.873 0.967 -0.267
H 0.926 -0.140 -0.086
H -1.112 -1.314 0.086
H 0.559 -0.270 -2.488
H -2.452 -1.725 1.275
H -0.793 1.621 0.044
H -1.212 -2.966 1.185
H 0.501 2.792 -0.329
H -1.007 -1.434 3.227

Atoms 1-6, force components in eV/Å:
C 1.899 -1.474 0.784
C -2.501 1.001 2.306
C -4.386 0.772 0.228
C 0.629 -0.081 -0.713
C 0.256 1.375 0.309
H -0.429 -0.310 -1.195

Energy above the lowest of the compared OMol25 structures with the same formula, charge and spin in kJ/mol: 174.3
Orbital gap in Ha: 0.4241
SMILES string: CCC.CC
Highest occupied orbital energy in eV: -10.4
Multiplicity: 1

Now the natural (NBO) charges, all in e: -0.425, -0.624, -0.591, -0.616, -0.623, 0.205, 0.199, 0.214, 0.199, 0.206, 0.199, 0.210, 0.214, 0.201, 0.205, 0.209, 0.211, 0.212, 0.196